Record 1
Below is an isolated molecule of C5H10O, with properties calculated with wB97M-V/def2-TZVPD.

XYZ file:
```
16
C5H10O wB97M-V/def2-TZVPD
C 0.360 1.753 1.301
O 0.505 0.325 1.180
C 0.906 -0.179 -0.127
C 0.732 -1.659 -0.448
C -0.149 -0.646 -1.124
C -1.489 -0.414 -0.482
H -0.002 2.063 2.302
H -0.351 2.152 0.570
H 1.323 2.257 1.163
H 1.791 0.332 -0.484
H 0.285 -2.299 0.310
H 1.499 -2.170 -1.042
H -0.039 -0.523 -2.215
H -1.935 0.514 -0.853
H -1.265 -0.258 0.585
H -2.171 -1.248 -0.636
```

- Kohn-Sham gap (eV) = 10.581
- total charge = 0
- SMILES = CO[C@H]1C[C@H]1C
- ΔE to the lowest compared entry with this formula, charge and spin (kJ/mol) = 194.98

---

Record 2
Below is a structure of composition C26H12Cl5F12NO2Ti, with properties calculated with wB97M-V/def2-TZVPD.

XYZ file:
```
59
C26H12Cl5F12NO2Ti wB97M-V/def2-TZVPD
Ti 0.317 0.547 -1.997
C 3.196 -3.801 2.603
C 2.404 -2.680 1.979
C 1.337 -2.071 2.627
C 0.613 -1.066 2.023
C 0.867 -0.609 0.704
N 0.099 0.317 0.056
C -1.069 0.826 0.592
C -1.976 0.083 1.369
C -3.090 0.648 1.959
C -3.383 1.993 1.792
C -4.563 2.646 2.467
C -2.590 2.713 0.905
C -1.479 2.164 0.283
C -0.843 2.834 -0.936
O -0.817 1.943 -1.987
C 0.589 3.449 -0.649
F 1.338 3.465 -1.755
F 1.283 2.839 0.313
F 0.501 4.742 -0.232
C -1.672 4.029 -1.496
F -1.844 5.085 -0.652
F -1.085 4.530 -2.597
F -2.904 3.625 -1.846
C 2.074 -1.126 0.119
C 2.775 -2.145 0.756
C 2.802 -0.366 -1.006
O 2.089 0.599 -1.636
C 4.017 0.358 -0.326
F 4.504 1.354 -1.083
F 3.663 0.906 0.851
F 5.062 -0.476 -0.066
C 3.398 -1.284 -2.140
F 3.958 -2.453 -1.739
F 4.373 -0.631 -2.813
F 2.459 -1.611 -3.023
H 2.846 -4.004 3.617
H 3.103 -4.724 2.023
H 4.258 -3.547 2.651
H 1.067 -2.387 3.631
H -0.160 -0.583 2.599
H -1.812 -0.982 1.461
H -3.753 0.023 2.549
H -5.055 1.954 3.151
H -4.247 3.525 3.034
H -5.298 2.977 1.728
H -2.888 3.730 0.694
H 3.679 -2.532 0.307
Cl 0.539 0.759 -4.293
C -1.211 -0.880 -2.054
C -0.250 -1.796 -1.996
C -0.469 -3.121 -1.744
Cl 0.813 -4.290 -1.647
C -1.804 -3.511 -1.526
Cl -2.179 -5.174 -1.205
C -2.819 -2.556 -1.550
Cl -4.459 -3.041 -1.259
C -2.527 -1.207 -1.803
Cl -3.777 -0.007 -1.790
```

- multiplicity = 3
- Kohn-Sham gap (spin up / spin down) (eV) = 4.712 / 5.982
- total charge = -2
- expectation value of S² = 2.009
- ΔE to the lowest compared entry with this formula, charge and spin (kJ/mol) = 112.36

---

Record 3
Below is a cluster of 6 separate species, C18H35N3O9 in total, with properties calculated with wB97M-V/def2-TZVPD.

XYZ file:
```
65
C18H35N3O9 wB97M-V/def2-TZVPD
C -1.630 -1.394 5.524
O -0.577 -1.025 4.588
C 0.763 -1.514 4.831
C 1.715 -1.290 3.744
O 1.399 -2.111 2.594
C 1.933 -1.535 1.373
C 1.707 -2.594 0.253
O 0.253 -2.600 -0.021
C -0.140 -3.218 -1.282
H -2.524 -0.836 5.248
H -1.474 -1.234 6.591
H -1.859 -2.450 5.379
H 0.575 -2.585 4.908
H 1.095 -1.111 5.787
H 2.704 -1.486 4.158
H 1.570 -0.236 3.504
H 2.979 -1.235 1.438
H 1.313 -0.651 1.228
H 1.906 -3.628 0.536
H 2.301 -2.274 -0.603
H 0.109 -4.275 -1.381
H 0.427 -2.604 -1.982
H -1.211 -3.021 -1.242
C -0.686 6.408 -1.754
O -0.049 5.154 -1.343
C 0.297 4.868 -0.086
O 0.237 5.574 0.872
O 0.591 3.568 -0.115
C 1.046 2.937 1.006
H -1.686 6.314 -1.330
H -0.659 6.465 -2.842
H -0.181 7.250 -1.282
H 0.706 1.902 0.966
H 0.799 3.404 1.959
H 2.131 2.909 0.902
C -2.021 -1.201 1.934
O -2.699 -1.893 0.928
C -3.560 -2.862 1.211
O -3.795 -3.371 2.270
O -4.068 -3.223 0.076
C -4.801 -4.412 0.027
H -2.852 -0.851 2.546
H -1.620 -0.212 1.710
H -1.292 -1.856 2.412
H -5.532 -4.390 0.835
H -4.244 -5.348 0.038
H -5.391 -4.382 -0.889
C 3.051 3.492 -3.069
C 3.443 3.013 -4.397
N 3.707 2.634 -5.446
H 2.756 2.535 -2.639
H 2.183 4.141 -3.182
H 3.723 4.176 -2.551
C -0.553 0.368 -1.222
C 0.840 0.349 -1.662
N 1.949 0.260 -2.151
H -0.845 -0.443 -0.555
H -1.204 0.234 -2.085
H -0.831 1.357 -0.855
C 1.534 -0.474 -5.925
C 0.768 0.824 -5.931
N 0.239 1.835 -5.945
H 0.866 -1.283 -6.220
H 1.909 -0.543 -4.904
H 2.457 -0.323 -6.483
```

- multiplicity = 2
- Kohn-Sham gap (spin up / spin down) (eV) = 10.061 / 3.453
- total charge = +1
- expectation value of S² = 0.755

---

Number 1: F_max 0.95 eV/A. Number 2: F_max 3.21 eV/A. Number 3: F_max 6.75 eV/A.